Computed, not measured: the molecule C4H6O2, with ωB97M-V/def2-TZVPD.

ORCA input file:
```
! RIJCOSX wB97M-V def2-TZVPD def2/J DEFGRID3
* xyz 0 1
C -0.1564 1.3039 -0.8303
C 0.4578 0.1292 -0.0792
C 0.2860 -1.2166 -0.6142
O -0.6549 -1.4887 -1.3299
C -0.1256 -0.4991 1.3832
O 1.2777 0.3116 0.9640
H -1.2313 1.1884 -0.7121
H 0.1564 2.2885 -0.4605
H 0.0357 1.2629 -1.9132
H 1.0245 -1.9320 -0.2026
H -1.0298 0.0355 1.7088
H -0.0401 -1.3835 2.0861
*
```

Its structure (SMILES) is C[C@]1(C=O)CO1. The LUMO energy comes out at 0.9 eV. The value obtained for the energy is -8336.36507 eV. The energy relative to the best compared isomer or geometry (same formula, charge and spin) is 4.096 eV. The value obtained for the orbital gap is 10.28 eV.